Record 1
ORCA calculation (ωB97M-V/def2-TZVPD) on a 4-piece molecular cluster, C20H33BrINO11 overall.

Summary:
SMILES: CCCCCCCN(Br)C(=O)O[C@@H](I)CC.O=C1OCCO1.O=C1OCCO1.O=C1OCCO1
Spin multiplicity: 1
E in eV: -123430.3374
Total charge: 0
LUMO energy in eV: -0.15
HOMO level in eV: -9.57

Geometry as XYZ:
```
67
Properties=species:S:1:pos:R:3:lowdin_charge:R:1
C 1.267 -2.176 -1.436 -0.117
C 2.594 -1.685 -2.041 -0.245
C 2.601 -0.168 -2.190 -0.252
C 3.466 0.340 -3.342 -0.225
C 3.900 1.803 -3.234 -0.197
C 2.735 2.801 -3.322 -0.184
C 2.115 3.090 -1.974 -0.290
N 0.941 3.974 -2.099 -0.407
Br 0.189 4.244 -0.389 0.816
C -0.053 3.403 -2.969 -0.638
O -0.320 3.883 -4.059 0.117
O -0.591 2.271 -2.458 -0.108
C -1.397 1.506 -3.311 -0.650
I -0.196 0.506 -4.827 0.983
C -2.203 0.558 -2.419 -0.252
C -2.643 -0.760 -3.020 -0.154
H 0.842 -1.425 -0.774 0.071
H 0.544 -2.310 -2.237 0.055
H 1.370 -3.109 -0.893 0.063
H 3.433 -2.027 -1.442 0.104
H 2.673 -2.118 -3.037 0.103
H 1.570 0.148 -2.357 0.054
H 2.925 0.330 -1.276 0.113
H 4.369 -0.272 -3.379 0.111
H 2.965 0.219 -4.302 0.077
H 4.537 1.998 -4.095 0.107
H 4.509 1.975 -2.347 0.114
H 2.025 2.406 -4.049 0.061
H 3.114 3.735 -3.731 0.121
H 2.848 3.629 -1.377 0.116
H 1.862 2.194 -1.412 0.086
H -2.069 2.129 -3.887 0.092
H -1.689 0.429 -1.473 0.117
H -3.116 1.114 -2.200 0.116
H -3.074 -0.635 -4.009 0.065
H -1.841 -1.491 -3.068 0.042
H -3.422 -1.205 -2.404 0.070
O -1.158 -3.623 -0.635 0.164
C -2.093 -4.257 -0.990 -0.559
O -3.368 -3.796 -1.027 0.047
C -4.172 -4.750 -1.728 -0.118
C -3.379 -6.029 -1.549 -0.116
O -2.041 -5.540 -1.422 0.065
H -5.168 -4.794 -1.296 0.132
H -4.245 -4.447 -2.774 0.132
H -3.647 -6.563 -0.635 0.133
H -3.454 -6.706 -2.396 0.132
O 2.020 1.720 4.469 0.172
C 1.043 2.336 4.206 -0.571
O 1.007 3.654 3.913 0.068
C -0.306 3.977 3.445 -0.117
C -1.149 2.881 4.064 -0.105
O -0.207 1.806 4.174 0.028
H -0.589 4.974 3.771 0.136
H -0.310 3.937 2.355 0.060
H -1.506 3.140 5.062 0.134
H -1.991 2.582 3.447 0.135
O -1.752 -2.860 8.321 0.166
C -1.061 -2.019 7.854 -0.576
O 0.267 -1.890 8.089 0.058
C 0.795 -0.912 7.184 -0.110
C -0.433 -0.094 6.847 -0.115
O -1.489 -1.047 7.011 0.059
H 1.581 -0.337 7.663 0.133
H 1.206 -1.423 6.312 0.136
H -0.590 0.727 7.551 0.135
H -0.418 0.296 5.836 0.108
```

---

Record 2
ORCA calculation (ωB97M-V/def2-TZVPD) on a single C9H8N2 molecule.

Summary:
Spin multiplicity: 1
E in eV: -12436.1299
Total charge: 0
Relative energy (zero: lowest compared OMol25 entry of this formula, charge and spin) in eV: 7.057
LUMO energy (alpha / beta) in eV: 0.27 / -0.61
HOMO level (alpha / beta) in eV: -7.36 / -7.76

Geometry as XYZ:
```
19
Properties=species:S:1:pos:R:3:lowdin_charge:R:1
C -1.883 0.980 0.287 -0.048
C 1.485 0.180 -0.918 -0.280
C 0.468 1.961 -0.012 -0.076
C -1.820 -1.449 -0.125 -0.130
C -0.582 0.967 -0.003 -0.189
C 2.198 -0.603 0.092 0.055
C -2.688 -0.258 0.148 -0.174
C 3.259 -1.168 0.642 0.030
C -0.003 -0.176 -0.636 -0.152
N 1.579 1.604 -0.550 0.106
N -0.590 -1.386 -0.556 0.117
H -2.103 1.929 0.725 0.108
H 1.970 0.136 -1.862 0.133
H 0.415 2.893 0.320 0.075
H -2.297 -2.329 0.164 0.083
H -3.326 -0.546 1.135 0.151
H -3.564 0.036 -0.682 0.168
H 4.217 -0.968 0.424 0.016
H 3.266 -1.804 1.407 0.006
```

---

Record 3
ORCA calculation (ωB97M-V/def2-TZVPD) on a 2-piece molecular cluster, C2H3IO overall.

Summary:
Spin multiplicity: 1
E in eV: -12265.9268
Total charge: 0
Relative energy (zero: lowest compared OMol25 entry of this formula, charge and spin) in eV: 4.470
LUMO energy in eV: -0.50
HOMO level in eV: -8.70

Geometry as XYZ:
```
7
Properties=species:S:1:pos:R:3:lowdin_charge:R:1
C -1.266 0.191 0.024 -0.030
C -0.142 -0.383 -0.041 -0.011
O 1.489 0.795 0.019 -0.972
I 3.166 -0.175 0.006 0.750
H -2.094 -0.341 -0.210 0.031
H -1.400 1.349 0.034 0.133
H 0.246 -1.437 0.168 0.098
```

---

Record 4
ORCA calculation (ωB97M-V/def2-TZVPD) on a 11-piece molecular cluster, C13H48O13 overall.

Summary:
SMILES: OCCO.OCCO.CO.CO.CO.CO.CO.CO.CO.CO.CO
Spin multiplicity: 1
E in eV: -40871.3740
Total charge: 0
Relative energy (zero: lowest compared OMol25 entry of this formula, charge and spin) in eV: 1.039
LUMO energy in eV: 0.59
HOMO level in eV: -9.74

Geometry as XYZ:
```
74
Properties=species:S:1:pos:R:3:lowdin_charge:R:1
O 0.240 1.790 2.474 -0.101
C 1.524 2.301 2.887 -0.209
C 2.670 1.299 2.618 -0.187
O 2.691 1.042 1.196 -0.069
H 0.326 1.280 1.627 0.094
H 1.845 3.272 2.451 0.114
H 1.525 2.554 3.926 0.112
H 2.303 0.446 3.201 0.129
H 3.519 1.768 3.000 0.098
H 2.911 1.881 0.757 0.078
O -0.384 -4.278 -4.279 -0.087
C 0.211 -3.519 -3.143 -0.164
C -0.758 -2.403 -2.732 -0.227
O -1.569 -2.012 -3.850 -0.109
H -0.801 -4.979 -3.763 0.088
H 0.470 -4.235 -2.313 0.130
H 1.150 -3.093 -3.447 0.105
H -0.278 -1.532 -2.346 0.066
H -1.471 -2.699 -1.907 0.126
H -1.594 -2.818 -4.423 0.089
C -2.933 0.866 4.584 -0.124
O -2.223 1.560 3.550 -0.134
H -3.951 1.203 4.622 0.067
H -3.008 -0.192 4.357 0.071
H -2.389 1.110 5.499 0.082
H -1.295 1.482 3.662 0.017
C 0.488 -3.407 0.976 -0.181
O 0.508 -2.093 1.454 -0.142
H 1.289 -3.588 0.291 0.046
H 0.458 -4.159 1.826 0.105
H -0.418 -3.587 0.298 0.089
H 0.318 -1.487 0.718 0.035
C 3.118 -3.395 4.253 -0.139
O 3.164 -3.259 2.806 -0.169
H 4.102 -3.169 4.664 0.070
H 2.427 -2.660 4.609 0.057
H 2.738 -4.423 4.541 0.090
H 2.361 -2.746 2.504 0.049
C 0.427 0.896 -3.815 -0.123
O 0.529 0.790 -2.418 -0.154
H 1.466 1.031 -4.237 0.099
H -0.096 0.010 -4.213 0.079
H -0.070 1.830 -4.136 0.084
H 0.876 1.606 -2.063 0.016
C -2.731 4.152 1.214 -0.100
O -1.458 3.434 0.881 -0.171
H -2.824 4.501 2.244 0.068
H -2.709 5.021 0.554 0.065
H -3.644 3.541 0.937 0.087
H -1.209 2.675 1.442 0.019
C 1.333 3.720 -1.439 -0.160
O 1.805 3.824 -0.124 -0.086
H 0.398 3.156 -1.639 0.082
H 1.163 4.679 -1.946 0.090
H 2.162 3.251 -2.013 0.101
H 1.105 3.965 0.479 0.039
C 3.235 -1.716 -0.776 -0.193
O 1.995 -1.449 -1.300 -0.152
H 3.391 -2.858 -1.048 0.121
H 4.030 -1.186 -1.258 0.060
H 3.339 -1.598 0.331 0.078
H 1.680 -0.524 -1.118 0.077
C -3.873 0.831 -3.957 -0.130
O -3.692 -0.074 -2.817 -0.156
H -3.123 0.665 -4.754 0.076
H -4.870 0.713 -4.410 0.074
H -3.707 1.834 -3.629 0.057
H -3.200 -0.857 -3.155 0.045
C -2.142 -0.072 0.335 -0.090
O -0.736 -0.099 0.157 -0.132
H -2.682 -0.510 -0.522 0.077
H -2.408 -0.631 1.245 0.097
H -2.409 0.953 0.460 0.061
H -0.635 0.379 -0.639 0.035
```

---

Record 5
ORCA calculation (ωB97M-V/def2-TZVPD) on a 2-piece molecular cluster, C4H9NO3 overall.

Summary:
SMILES: NC(=O)O.C=COC
Spin multiplicity: 1
E in eV: -11922.9260
Total charge: 0
Relative energy (zero: lowest compared OMol25 entry of this formula, charge and spin) in eV: 4.615
LUMO energy in eV: 0.85
HOMO level in eV: -8.79

Geometry as XYZ:
```
17
Properties=species:S:1:pos:R:3:lowdin_charge:R:1
N -2.432 -0.329 -0.205 0.148
C -1.226 -0.936 -0.426 -0.520
O -1.079 -2.111 -0.629 0.094
O -0.434 0.016 -1.538 -0.116
H -3.222 -0.760 -0.657 0.115
H -2.391 0.682 -0.197 0.099
H 0.158 -0.545 -2.057 0.075
C 1.711 1.327 -0.474 0.005
C 0.473 1.235 0.009 -0.140
O -0.073 0.090 0.866 -0.224
C 0.897 -0.726 1.527 -0.064
H 2.057 2.287 -0.825 0.060
H 2.289 0.453 -0.734 0.067
H -0.108 2.105 0.275 0.117
H 0.384 -1.225 2.347 0.099
H 1.281 -1.434 0.791 0.093
H 1.716 -0.129 1.926 0.091
```

---

Record 6
ORCA calculation (ωB97M-V/def2-TZVPD) on C5H8N2O as an isolated structure.

Summary:
Spin multiplicity: 1
E in eV: -10333.6094
Total charge: 0
Relative energy (zero: lowest compared OMol25 entry of this formula, charge and spin) in eV: 9.117
LUMO energy in eV: 0.72
HOMO level in eV: -8.76

Geometry as XYZ:
```
16
Properties=species:S:1:pos:R:3:lowdin_charge:R:1
C 0.397 1.020 1.126 -0.066
C 0.153 0.521 -0.266 -0.467
C 1.557 0.225 -0.687 -0.279
C 0.100 -0.996 -0.091 -0.148
C -1.307 -0.959 0.501 -0.088
H 1.392 0.655 1.334 0.041
H -0.523 1.133 1.827 0.124
H 0.903 2.168 1.237 0.144
H 2.323 0.999 -0.810 0.127
H 1.882 -0.151 -1.734 0.151
H 1.957 -1.041 1.256 0.217
H 0.021 -1.003 -1.261 0.180
H -1.864 -1.573 1.117 0.093
N 1.646 -0.895 0.122 -0.051
N -1.950 -0.086 -0.142 0.048
O -1.170 0.852 -0.791 -0.026
```